14
Properties=species:S:1:pos:R:3 method="wB97M-V/def2-TZVPD" lumo_energy_ev=0.9 fmax_ev_per_a=0.66 smiles="CC=C=NC(C)=O"
C 0.760 1.395 -1.754
C 0.644 -0.041 -1.309
C 1.051 -0.420 -0.125
N 1.148 -0.640 1.085
C -0.146 -0.159 1.565
O -0.277 0.978 1.930
C -1.229 -1.207 1.529
H 0.857 2.066 -0.893
H 1.621 1.537 -2.413
H -0.146 1.681 -2.297
H 0.174 -0.790 -1.938
H -2.202 -0.731 1.399
H -1.203 -1.734 2.486
H -1.052 -1.937 0.733